DFT (ωB97M-V with the def2-TZVPD basis set) results for one molecule with the formula C5H10.

Last columns: bonded neighbours and bond lengths (Å).
Positions of all 15 atoms, in Å:
1 C 0.40898 -2.08219 -1.50045  C2 1.512, H6 1.090, H7 1.084, H8 1.084
2 C -0.03501 -0.66841 -1.20169  C1 1.512, C3 1.338, H9 1.064
3 C -0.21763 -0.15755 0.02184  C2 1.338, C4 1.517, H10 1.086
4 C -0.11801 1.31841 0.35811  C3 1.517, C5 1.541, H11 1.096, H12 1.084
5 C -0.17075 1.54348 1.88171  C4 1.541, H13 1.084, H14 1.088, H15 1.087
6 H -0.48385 -2.68179 -1.67494  C1 1.090
7 H 1.06811 -2.09103 -2.36053  C1 1.084
8 H 0.91864 -2.48841 -0.63416  C1 1.084
9 H 0.00382 0.07515 -1.96163  C2 1.064
10 H -0.44651 -0.93042 0.75027  C3 1.086
11 H -1.03179 1.77955 -0.03451  C4 1.096
12 H 0.70558 1.65437 -0.26143  C4 1.084
13 H -0.99323 0.93046 2.23144  C5 1.084
14 H 0.76500 1.20322 2.32135  C5 1.088
15 H -0.37336 2.59515 2.06464  C5 1.087

Values from the calculation:
* SMILES: C/C=C/CC
* energy above the lowest of the compared OMol25 structures with the same formula, charge and spin: 29.2 kcal per mole
* max |F|: 2.105 eV Å⁻¹
* energy: -5345.99986 eV
* LUMO: 1.26 eV

Atomic partial charges in e from the Löwdin method, atoms 1 to 6: number 1, C, carries -0.1021; number 2, C, carries -0.1817; number 3, C, carries -0.1516; number 4, C, carries -0.2582; number 5, C, carries -0.1068; number 6, H, carries 0.0679



DFT (ωB97M-V with the def2-TZVPD basis set) results for a 2-piece molecular cluster, C5H10 overall.

Last columns: bonded neighbours and bond lengths (Å).
Positions of all 15 atoms, in Å:
1 C 0.55500 1.37743 -1.33842  C2 1.580, H6 1.136, H7 1.110, H8 1.153
2 C 0.59708 0.01033 -0.54784  C1 1.580, C3 1.528, H9 1.236
3 C -0.75044 -0.55450 -0.09995  C2 1.528, C4 1.470, C5 1.475
4 C -1.07446 0.46789 0.90582  C3 1.470, H11 1.280, H12 1.186
5 C -1.16607 -1.95451 0.10807  C3 1.475, H14 1.096, H15 1.107
6 H 1.41288 1.41717 -2.08238  C1 1.136
7 H -0.31424 1.39309 -2.02776  C1 1.110
8 H 0.35818 2.41017 -0.86510  C1 1.153
9 H 1.28089 0.12007 0.47574  C2 1.236
10 H 6.69630 0.77743 3.69092  H13 0.696
11 H -1.33773 -0.09212 2.02645  C4 1.280
12 H -0.98179 1.48038 0.29559  C4 1.186
13 H 6.64633 1.43446 3.91394  H10 0.696
14 H -1.24425 -2.38591 1.11205  C5 1.096
15 H -1.48317 -2.63452 -0.70552  C5 1.107

Values from the calculation:
* energy above the lowest of the compared OMol25 structures with the same formula, charge and spin: 212.5 kcal per mole
* max |F|: 4.386 eV Å⁻¹
* energy: -5338.05214 eV
* LUMO: -0.82 eV

Atomic partial charges in e from the Löwdin method, atoms 1 to 6: number 1, C, carries -0.1879; number 2, C, carries -0.0887; number 3, C, carries -0.4814; number 4, C, carries 0.0451; number 5, C, carries 0.0555; number 6, H, carries 0.0722



DFT (ωB97M-V with the def2-TZVPD basis set) results for a 2-piece molecular cluster, C5H10 overall.

Last columns: bonded neighbours and bond lengths (Å).
Positions of all 15 atoms, in Å:
1 C -0.57220 -1.46959 0.97464  C2 1.330, H4 1.089, H5 1.087
2 C 0.32011 -0.63107 1.49510  C1 1.330, C3 1.501, H6 1.091
3 C 1.56367 -0.15686 0.80065  C2 1.501, H7 1.097, H8 1.097, H9 1.094
4 H -0.44708 -1.87908 -0.02651  C1 1.089
5 H -1.45488 -1.78284 1.52550  C1 1.087
6 H 0.15833 -0.25165 2.50503  C2 1.091
7 H 2.45936 -0.57419 1.27732  C3 1.097
8 H 1.65056 0.93512 0.85129  C3 1.097
9 H 1.56463 -0.44370 -0.25530  C3 1.094
10 C -0.91689 0.56418 -1.98238  C11 1.329, H12 1.087, H13 1.087
11 C -0.83005 1.52648 -1.06989  C10 1.329, H14 1.087, H15 1.087
12 H -0.74510 0.75299 -3.03869  C10 1.087
13 H -1.16824 -0.45583 -1.70195  C10 1.087
14 H -1.00044 1.31592 -0.01692  C11 1.087
15 H -0.58178 2.55012 -1.33791  C11 1.087

Values from the calculation:
* SMILES: C=CC.C=C
* energy above the lowest of the compared OMol25 structures with the same formula, charge and spin: 40.8 kcal per mole
* max |F|: 0.245 eV Å⁻¹
* energy: -5345.49731 eV
* LUMO: 1.29 eV

Atomic partial charges in e from the Löwdin method, atoms 1 to 6: number 1, C, carries -0.0300; number 2, C, carries -0.2576; number 3, C, carries -0.1250; number 4, H, carries 0.0508; number 5, H, carries 0.0527; number 6, H, carries 0.0935



DFT (ωB97M-V with the def2-TZVPD basis set) results for one molecule with the formula C5H10.

Last columns: bonded neighbours and bond lengths (Å).
Positions of all 15 atoms, in Å:
1 C 1.45732 1.43707 0.45736  C2 1.523, H6 1.092, H7 1.087, H8 1.084
2 C 0.85555 0.05078 0.64994  C1 1.523, C3 1.337, H9 1.084
3 C -0.27241 -0.36565 0.06469  C2 1.337, C4 1.498, C5 1.507
4 C -0.78946 -1.75758 0.26334  C3 1.498, H10 1.099, H11 1.090, H12 1.085
5 C -1.00290 0.43728 -0.98105  C3 1.507, H13 1.096, H14 1.090, H15 1.092
6 H 1.15636 2.08426 1.28389  C1 1.092
7 H 1.05290 1.88078 -0.44841  C1 1.087
8 H 2.53744 1.36509 0.40476  C1 1.084
9 H 1.43019 -0.68744 1.19791  C2 1.084
10 H -0.31946 -2.46667 -0.43273  C4 1.099
11 H -0.54074 -2.16450 1.24380  C4 1.090
12 H -1.86400 -1.78964 0.11572  C4 1.085
13 H -2.07786 0.22219 -0.98551  C5 1.096
14 H -0.97623 1.51793 -0.84030  C5 1.090
15 H -0.64669 0.23608 -1.99341  C5 1.092

Values from the calculation:
* SMILES: CC=C(C)C
* energy above the lowest of the compared OMol25 structures with the same formula, charge and spin: 16.1 kcal per mole
* max |F|: 1.091 eV Å⁻¹
* energy: -5346.56634 eV
* LUMO: 1.14 eV

Atomic partial charges in e from the Löwdin method, atoms 1 to 6: number 1, C, carries -0.0921; number 2, C, carries -0.1302; number 3, C, carries -0.3656; number 4, C, carries -0.0806; number 5, C, carries -0.0749; number 6, H, carries 0.0735



DFT (ωB97M-V with the def2-TZVPD basis set) results for a 2-piece molecular cluster, C5H10 overall.

Last columns: bonded neighbours and bond lengths (Å).
Positions of all 15 atoms, in Å:
1 C 1.94953 0.10479 -1.17465  C2 1.484, H6 1.135, H7 1.136, H8 1.115
2 C 0.71048 0.06380 -0.35901  C1 1.484, C3 1.462
3 C 0.05403 -1.19995 -0.03031  C2 1.462, C5 1.375, H9 1.127
4 C -2.65047 1.45244 0.73051  H10 1.094, H11 1.099, H12 1.132, H15 1.120
5 C 1.15933 -1.73703 0.58593  C3 1.375, H13 1.115, H14 1.114
6 H 2.02265 -0.68475 -1.98640  C1 1.135
7 H 2.89621 0.03692 -0.54985  C1 1.136
8 H 1.91026 1.01446 -1.81865  C1 1.115
9 H -0.99403 -1.59123 -0.16838  C3 1.127
10 H -3.68857 1.34625 0.40128  C4 1.094
11 H -2.47126 1.35802 1.81073  C4 1.099
12 H -1.90684 0.84651 0.12981  C4 1.132
13 H 1.12309 -1.58911 1.69086  C5 1.115
14 H 2.21700 -1.91122 0.28280  C5 1.114
15 H -2.33141 2.49010 0.45534  C4 1.120

Values from the calculation:
* 2S+1: 2
* energy above the lowest of the compared OMol25 structures with the same formula, charge and spin: 106.3 kcal per mole
* total charge: +1
* expectation value of S²: 0.8195
* max |F|: 6.589 eV Å⁻¹
* energy: -5333.02458 eV
* LUMO (alpha / beta): -6.19 / -7.90 eV

Atomic partial charges in e from the Löwdin method, atoms 1 to 6: number 1, C, carries -0.0966; number 2, C, carries 0.1767; number 3, C, carries -0.0539; number 4, C, carries -0.0466; number 5, C, carries 0.1497; number 6, H, carries 0.1296



DFT (ωB97M-V with the def2-TZVPD basis set) results for a 2-piece molecular cluster, C5H10 overall.

Last columns: bonded neighbours and bond lengths (Å).
Positions of all 15 atoms, in Å:
1 C -1.49445 -0.65471 -1.03563  C2 1.356, H3 1.137, H4 1.120
2 C -2.24594 -0.09721 -2.01760  C1 1.356, H5 1.094, H6 1.093
3 H -0.39516 -0.47652 -0.80622  C1 1.137
4 H -1.75577 -1.56108 -0.43166  C1 1.120
5 H -1.72109 0.16652 -2.94062  C2 1.094
6 H -3.33900 -0.08736 -1.99178  C2 1.093
7 C 1.82006 -0.64803 0.99681  C8 1.518, H10 1.117, H11 1.179, H12 1.115
8 C 1.23301 0.68327 0.56456  C7 1.518, C9 1.362, H13 1.077
9 C 0.39298 1.38696 1.37398  C8 1.362, H14 1.089, H15 1.087
10 H 2.93522 -0.68055 1.05732  C7 1.117
11 H 1.37293 -0.95898 2.04195  C7 1.179
12 H 1.60788 -1.47356 0.27836  C7 1.115
13 H 1.44464 0.97583 -0.44965  C8 1.077
14 H -0.18247 2.18774 0.91143  C9 1.089
15 H 0.32716 1.23770 2.44875  C9 1.087

Values from the calculation:
* 2S+1: 2
* energy above the lowest of the compared OMol25 structures with the same formula, charge and spin: 62.2 kcal per mole
* total charge: +1
* expectation value of S²: 0.7630
* max |F|: 3.240 eV Å⁻¹
* energy: -5334.93639 eV
* LUMO (alpha / beta): -4.25 / -9.31 eV

Atomic partial charges in e from the Löwdin method, atoms 1 to 6: number 1, C, carries 0.0676; number 2, C, carries 0.1005; number 3, H, carries 0.0450; number 4, H, carries 0.1062; number 5, H, carries 0.0986; number 6, H, carries 0.0966



DFT (ωB97M-V with the def2-TZVPD basis set) results for a 2-piece molecular cluster, C5H10BNO overall.

Last columns: bonded neighbours and bond lengths (Å).
Positions of all 18 atoms, in Å:
1 B -0.54536 -0.35227 0.05860  N7 1.446, O8 1.337
2 C 0.53038 -3.29540 -0.77669  C3 1.322, H9 1.120, H10 1.035
3 C 0.01486 -2.58676 0.21322  C2 1.322, H11 1.064
4 C -0.46915 1.99920 0.10822  C5 1.544, N7 1.552, H12 1.221, H13 1.107
5 C -1.94311 1.54185 0.16162  C4 1.544, O8 1.493, H14 1.085, H15 1.062
6 C 1.85375 0.79558 0.23258  N7 1.449, H16 1.090, H17 1.081, H18 1.184
7 N 0.40640 0.72328 0.22540  B1 1.446, C4 1.552, C6 1.449
8 O -1.81256 0.06586 -0.02372  B1 1.337, C5 1.493
9 H 0.64311 -4.37591 -0.50394  C2 1.120
10 H 0.64657 -3.11402 -1.78900  C2 1.035
11 H -0.38300 -3.02857 1.09570  C3 1.064
12 H -0.07344 2.61513 -0.86870  C4 1.221
13 H -0.38500 2.83534 0.82850  C4 1.107
14 H -2.53185 1.89709 1.00053  C5 1.085
15 H -2.57203 1.83503 -0.64270  C5 1.062
16 H 2.13511 1.72251 -0.26653  C6 1.090
17 H 2.22629 0.90630 1.24166  C6 1.081
18 H 2.25903 -0.18423 -0.29475  C6 1.184

Values from the calculation:
* energy above the lowest of the compared OMol25 structures with the same formula, charge and spin: 88.8 kcal per mole
* max |F|: 4.819 eV Å⁻¹
* energy: -9558.50141 eV
* LUMO: 0.82 eV

Atomic partial charges in e from the Löwdin method, atoms 1 to 6: number 1, B, carries -0.3397; number 2, C, carries -0.1195; number 3, C, carries -0.0364; number 4, C, carries -0.1197; number 5, C, carries -0.1003; number 6, C, carries -0.0839